DFT (ωB97M-V/def2-TZVPD) results for an isolated molecule of C5H5F2N at a distorted geometry.

Computed properties:
- Kohn-Sham gap (alpha / beta): 8.122 / 8.123 eV
- LUMO (alpha / beta): -0.745 / -0.743 eV
- Relative energy (zero: lowest compared OMol25 entry of this formula, charge and spin): 126.1 kcal per mole
- Total energy: -12185.638 eV
- HOMO (alpha / beta): -8.9 / -8.9 eV
- F_max: 4.24 eV Å⁻¹
- Molar mass: 117.1 g mol⁻¹

Last columns: bonded neighbours and bond lengths (Å).
Atoms and positions in Å:
1 F -3.0910 1.1452 0.0245  C6 1.326
2 F -2.5113 -1.7488 -0.1337  C5 1.359
3 N 0.6188 -0.3821 -0.2919  C4 1.387, C7 1.272
4 C 1.8537 -0.9688 -0.0594  N3 1.387, H9 1.055, H10 1.074, H12 1.119
5 C -1.7311 -0.8417 0.5111  F2 1.359, C6 1.418
6 C -1.9366 0.4953 0.0861  F1 1.326, C5 1.418, C8 1.385
7 C 0.4016 0.8276 0.0375  N3 1.272, C8 1.414, H13 1.094
8 C -0.8887 1.3560 -0.1963  C6 1.385, C7 1.414, H11 1.103
9 H 2.0399 -1.4494 0.8614  C4 1.055
10 H 2.1086 -1.8427 -0.6288  C4 1.074
11 H -0.9522 2.4164 -0.4938  C8 1.103
12 H 2.7733 -0.3325 -0.0942  C4 1.119
13 H 1.3149 1.3254 0.3776  C7 1.094